1.
Computed, not measured: C46H40AsBr4F6HgN7O4S2 as an isolated structure, with ωB97M-V/def2-TZVPD.

Its charge is -2. The highest occupied orbital energy comes out at -2.288 eV. The HOMO-LUMO gap is 5.745 eV.

The geometry in XYZ format:
```
111
Properties=species:S:1:pos:R:3:forces:R:3
Hg 0.1974 -0.2996 0.4041 0.1 0.0 0.0
O -4.2817 4.0487 1.8108 0.0 -0.1 0.0
C -3.0033 4.1812 2.2267 0.0 0.0 0.0
C -2.7266 5.2232 3.1115 0.0 0.0 0.0
C -1.4409 5.4238 3.5781 0.0 0.0 0.0
C -0.4033 4.5931 3.1718 0.0 0.0 0.0
C -0.6731 3.5594 2.2950 0.0 0.0 0.0
C -1.9620 3.3315 1.8113 0.0 0.0 0.0
C -2.1392 2.1904 0.8544 0.2 0.1 0.4
O -1.1276 1.5646 0.4905 -0.2 0.0 -0.5
N -3.4140 1.9804 0.5053 0.0 -0.1 0.0
N -3.6122 1.0410 -0.4424 -0.3 -0.2 0.1
C -4.3170 0.4458 -1.1618 0.2 0.0 0.2
S -5.2120 -0.4185 -2.1915 0.0 0.0 0.0
C -5.1189 0.9775 -5.5250 0.0 0.0 0.0
C -3.9273 1.1975 -6.0545 0.0 0.0 0.0
S -1.6367 0.7018 -3.4389 0.1 -0.1 0.1
H -4.2991 3.2517 1.2202 0.0 0.0 0.0
H -3.5451 5.8615 3.4182 0.0 0.0 0.0
H -1.2457 6.2411 4.2630 0.0 0.0 0.0
H 0.6056 4.7508 3.5274 0.0 0.0 0.0
H 0.1196 2.9098 1.9483 0.0 0.0 0.0
H -5.6144 1.7191 -4.9124 0.0 0.0 0.0
H -5.6290 0.0305 -5.6471 0.0 0.0 0.0
H -3.4017 2.1314 -5.8980 0.0 0.0 0.0
H -3.4120 0.4414 -6.6334 0.0 0.0 0.0
C -0.0099 -3.9766 1.1496 0.0 0.0 0.0
C 1.3771 -3.9487 0.5723 0.0 0.0 0.0
C 2.3941 -4.7323 1.1083 0.0 0.0 0.0
C 3.6865 -4.6505 0.6199 0.0 0.0 0.0
C 3.9824 -3.7615 -0.4019 0.0 0.0 0.0
C 2.9998 -2.9546 -0.9579 0.0 0.0 0.0
C 3.3367 -1.8941 -1.9638 0.0 0.0 0.0
C 1.6974 -3.0916 -0.4765 -0.1 0.0 0.0
N 0.6731 -2.2518 -1.0124 0.2 -0.1 0.1
C 0.1348 -2.5372 -2.1221 -0.2 0.1 -0.1
C 0.4441 -3.7725 -2.9304 0.0 0.0 0.0
C -0.8565 -1.5919 -2.7276 0.1 0.0 0.0
C -1.9828 -2.1430 -3.5550 0.0 0.0 0.0
N -0.6234 -0.3435 -2.5834 -0.1 0.0 -0.1
C -0.8384 2.2762 -3.2783 0.0 0.0 0.0
C 0.4909 2.4618 -3.6928 0.0 0.0 0.0
C 1.3650 1.3307 -4.1524 -0.1 -0.1 -0.1
C 1.0156 3.7454 -3.6571 0.0 0.0 0.0
C 0.2510 4.8195 -3.2361 0.0 0.0 0.0
C -1.0596 4.6232 -2.8514 0.0 0.0 0.0
C -1.6297 3.3541 -2.8667 -0.1 0.0 0.0
C -3.0644 3.2194 -2.4249 0.0 0.1 -0.1
H -0.0604 -4.6852 1.9764 0.0 0.0 0.0
H -0.7599 -4.2619 0.4067 0.0 0.0 0.0
H -0.2928 -2.9929 1.5355 0.0 0.0 0.0
H 2.1664 -5.3853 1.9425 0.0 0.0 0.0
H 4.4744 -5.2426 1.0679 0.0 0.0 0.0
H 5.0039 -3.6475 -0.7428 0.0 0.0 0.0
H 4.3859 -1.9594 -2.2498 0.0 0.0 0.0
H 3.1691 -0.9054 -1.5294 0.0 0.0 0.0
H 2.7309 -1.9644 -2.8719 0.0 0.0 0.0
H 1.4256 -4.1653 -2.6770 0.0 0.0 0.0
H 0.3962 -3.5495 -3.9966 0.0 0.0 0.0
H -0.2956 -4.5494 -2.7192 0.0 0.0 0.0
H -2.0421 -3.2284 -3.5069 0.0 0.0 0.0
H -1.8605 -1.8360 -4.5992 0.0 0.0 0.0
H -2.9321 -1.7195 -3.2141 0.0 0.0 0.0
H 1.6847 0.7308 -3.2999 0.0 0.0 -0.1
H 2.2565 1.7253 -4.6381 0.0 0.0 0.0
H 0.8310 0.6788 -4.8489 0.0 0.0 0.0
H 2.0538 3.8892 -3.9219 0.0 0.0 0.0
H 0.6904 5.8070 -3.1853 0.0 0.0 0.0
H -1.6596 5.4603 -2.5126 0.0 0.0 0.0
H -3.6469 4.0655 -2.7938 0.0 0.0 0.0
H -3.1249 3.2284 -1.3345 0.0 0.1 -0.2
H -3.5387 2.3036 -2.7712 0.0 0.1 -0.1
Br 2.1427 -2.7284 6.9374 0.0 0.0 0.0
C 2.1724 -2.0585 5.1632 0.0 0.0 0.0
C 3.3594 -1.9399 4.4697 0.0 0.0 0.0
Br 5.0021 -2.4319 5.2796 0.0 0.0 0.0
C 3.3457 -1.4672 3.1477 0.0 0.0 0.0
Br 4.9459 -1.2291 2.1676 0.0 0.0 0.0
C 2.1655 -1.1349 2.4822 0.0 -0.1 -0.1
O 2.1649 -0.7715 1.2369 0.0 0.1 0.1
C 0.9185 -1.2145 3.2203 0.1 0.0 0.1
O -0.1887 -0.8732 2.6450 0.0 0.0 0.0
C 0.9762 -1.6847 4.5304 0.0 0.0 0.0
Br -0.6905 -1.8179 5.4381 0.1 0.0 0.0
F 1.8039 1.2759 -1.0623 0.0 0.0 0.0
As 3.1432 2.3766 -0.7169 0.1 0.0 0.2
F 2.7712 2.2831 0.9704 0.0 0.0 -0.1
F 4.2130 1.0209 -0.5974 0.0 0.0 0.0
F 4.4588 3.4691 -0.4069 0.0 0.0 0.0
F 3.4756 2.4460 -2.4364 0.0 0.0 0.1
F 2.0615 3.7216 -0.8820 0.0 0.0 0.0
N -7.7582 -1.1871 7.1820 -0.1 0.0 0.0
C -7.0725 -1.2842 6.2644 0.0 0.0 0.0
C -6.2195 -1.4028 5.1151 0.0 0.0 0.0
C -4.8561 -1.1295 5.2181 0.0 0.0 0.0
C -4.0363 -1.2643 4.1145 0.0 0.0 0.0
C -4.5846 -1.6612 2.8985 0.0 0.0 0.0
C -5.9461 -1.9213 2.7850 0.0 0.0 0.0
C -6.7605 -1.7998 3.8940 0.0 0.0 0.0
N -3.7487 -1.7933 1.7756 0.0 0.0 0.0
C -3.8837 -2.6753 0.7180 0.0 -0.1 0.0
C -2.8319 -2.4257 -0.1010 -0.1 0.1 -0.1
N -2.0700 -1.4017 0.4098 0.0 -0.2 0.0
C -2.6300 -1.0615 1.5364 -0.1 0.1 0.0
H -4.4350 -0.8252 6.1664 0.0 0.0 0.0
H -2.9704 -1.0944 4.2017 0.0 0.0 0.0
H -6.3671 -2.1871 1.8254 0.0 0.0 0.0
H -7.8213 -1.9949 3.8147 0.0 0.0 0.0
H -4.6883 -3.3840 0.6595 0.0 0.0 0.0
H -2.5937 -2.9056 -1.0343 0.0 0.0 0.0
H -2.2674 -0.3005 2.2041 0.0 0.0 0.0
```
Forces are in eV/Å.

2.
Computed, not measured: one molecule with the formula C5H5NO, with ωB97M-V/def2-TZVPD.

The highest occupied orbital energy comes out at -10.298 eV. The HOMO-LUMO gap is 9.621 eV. The SMILES is N#C[C@@H]1C[C@@H]1C=O.

The geometry in XYZ format:
```
12
Properties=species:S:1:pos:R:3:forces:R:3
O -2.1563 -1.1197 0.5935 7.9 0.4 3.5
C -0.8186 -0.9280 1.0007 -7.9 -1.7 -5.2
C -0.4228 0.4658 0.6022 0.5 -0.3 0.9
C 1.0162 0.7656 0.3601 0.1 0.0 0.2
C 0.1020 0.6004 -0.8303 -0.1 -0.1 -0.2
C 0.2173 -0.6366 -1.5875 0.7 -1.6 0.5
N 0.4202 -1.7494 -1.8629 -0.4 1.7 -0.1
H -0.1312 -1.8756 1.0020 -1.2 1.9 0.7
H -1.0891 1.2671 0.9493 0.3 -0.6 -0.2
H 1.7199 -0.0432 0.5612 -0.1 0.3 -0.1
H 1.3366 1.7680 0.5989 0.2 0.0 -0.1
H -0.1941 1.4856 -1.3872 0.0 -0.2 0.2
```
Forces are in eV/Å.

3.
Computed, not measured: C28H54AlP2Si as an isolated structure, with ωB97M-V/def2-TZVPD.

Its charge is +1. The highest occupied orbital energy comes out at -9.909 eV. The HOMO-LUMO gap is 7.923 eV.

The geometry in XYZ format:
```
86
Properties=species:S:1:pos:R:3:forces:R:3
Al -0.2447 0.0397 1.3446 -0.3 -0.1 1.9
C -0.3670 -2.6889 2.0778 0.6 1.0 0.5
C 0.9954 -2.8922 1.8337 0.0 0.0 0.5
C 0.8508 -0.9914 3.1387 0.2 -1.6 -0.7
C -0.5196 -1.4749 2.8670 1.0 -0.6 -0.8
C 1.7537 -1.9166 2.5250 -1.6 0.8 0.1
C -1.4508 -3.6733 1.8560 -0.5 -0.2 -0.5
H -1.3314 -4.2136 0.9067 -0.1 0.0 0.2
H -2.4338 -3.1866 1.8542 0.1 -0.2 -0.1
H -1.4689 -4.4267 2.6603 0.0 0.2 -0.2
C -1.6332 -1.3130 3.8464 -0.6 0.3 0.2
H -2.5998 -1.6134 3.4120 0.3 0.1 0.2
H -1.7372 -0.2822 4.2094 0.0 -0.4 -0.1
H -1.4460 -1.9567 4.7224 -0.1 0.2 -0.2
C 1.2412 -0.1576 4.2981 -0.1 0.7 0.5
H 1.2924 -0.7679 5.2194 0.0 0.2 -0.3
H 0.5254 0.6551 4.4795 0.2 -0.2 0.0
H 2.2291 0.2944 4.1469 -0.2 0.0 0.1
C 3.2104 -1.9558 2.7530 1.0 0.0 -0.1
H 3.4618 -2.5829 3.6287 -0.1 0.2 -0.3
H 3.6311 -0.9582 2.9543 -0.1 -0.3 -0.1
H 3.7537 -2.3849 1.8936 -0.1 0.1 0.3
C 1.5983 -4.0679 1.1421 -0.1 -0.2 -0.2
H 1.8319 -4.8714 1.8536 0.0 0.1 -0.2
H 2.5295 -3.7905 0.6420 0.0 -0.1 0.0
H 0.9089 -4.4741 0.3933 0.2 -0.1 0.1
C -1.6962 0.2945 -4.5591 -0.3 -0.7 -0.2
C -1.5778 -1.0414 -4.6379 -0.7 0.6 -0.6
C -0.7938 -1.7149 -5.7481 0.3 -0.2 0.3
C 0.6072 -1.1300 -6.0656 0.0 -0.2 -0.3
C 1.3548 -0.5824 -4.8768 0.2 0.5 -0.1
C 1.3118 0.7036 -4.4940 0.5 -0.5 -0.7
C 0.3730 1.7370 -5.0796 0.1 0.0 0.1
C -1.0264 1.2364 -5.5225 0.0 0.4 -0.4
H -1.3914 -1.6953 -6.6680 0.0 -0.1 0.1
H 0.5435 -0.3763 -6.8709 0.1 -0.3 0.5
H -0.6445 -2.7695 -5.4919 -0.2 0.1 0.0
H -0.9695 0.8077 -6.5406 -0.2 0.2 0.6
H -2.3908 0.7727 -3.8587 0.3 -0.3 -0.1
H -2.2130 -1.7107 -4.0350 0.3 0.5 -0.1
H -1.6726 2.1270 -5.6058 0.3 -0.3 -0.1
H 0.2140 2.5216 -4.3312 0.2 0.0 -0.1
H 2.0764 1.0922 -3.8026 -0.5 -0.4 -0.1
H 0.8696 2.2202 -5.9332 -0.1 0.0 0.1
H 1.2154 -1.9573 -6.4755 -0.3 0.4 0.1
H 2.0126 -1.3086 -4.3871 0.0 0.5 0.0
P -0.9970 -0.3426 -0.8720 0.0 -0.3 0.1
P 1.7903 0.9897 0.3120 -0.2 -0.4 -0.2
C -0.1054 0.9193 -1.8471 0.2 0.1 -0.4
C 1.0284 1.7449 -1.1870 0.1 0.3 0.3
H -0.8470 1.6104 -2.2709 0.2 -0.2 0.2
H 0.2959 0.3657 -2.7072 -0.1 0.2 0.3
H 1.8402 1.9358 -1.9044 -0.3 0.0 0.1
H 0.6323 2.7290 -0.8866 0.2 -0.3 0.0
C 2.8144 2.2579 1.1303 0.2 0.2 -0.1
H 3.5211 1.7623 1.8128 -0.3 0.1 -0.2
H 2.1863 2.9403 1.7152 0.2 -0.2 -0.2
H 3.3972 2.8457 0.4035 -0.2 -0.3 0.1
C 2.9710 -0.2700 -0.3236 0.1 0.1 -0.1
H 3.5176 0.1056 -1.2042 -0.2 -0.1 0.3
H 2.4373 -1.1902 -0.6019 0.1 0.3 0.1
H 3.6998 -0.5204 0.4613 -0.3 0.1 -0.2
C -2.7741 -0.0714 -1.1381 -0.4 0.0 -0.1
H -3.3315 -0.8541 -0.6020 0.2 0.2 -0.1
H -3.0521 -0.1110 -2.2058 0.2 0.0 0.5
H -3.0647 0.9061 -0.7227 0.1 -0.3 -0.1
C -0.5932 -1.9845 -1.5322 0.2 -0.2 -0.4
H 0.4310 -2.2728 -1.2595 -0.3 0.1 0.0
H -0.6932 -2.0243 -2.6221 0.1 0.1 0.3
H -1.2726 -2.7194 -1.0909 0.1 0.1 0.1
C -2.6711 4.1060 2.8358 0.1 -0.1 -0.1
Si -1.4128 2.7731 3.2478 -0.5 -0.2 -0.2
C 0.2555 3.6008 3.3807 0.3 0.1 0.2
C -1.9481 2.0907 4.9252 0.1 0.0 0.3
C -1.4950 1.5171 1.8149 -0.1 0.1 0.0
H -2.6668 4.8755 3.6137 -0.1 0.0 -0.1
H -3.6820 3.6778 2.7687 0.2 0.2 0.0
H -2.4251 4.5738 1.8724 -0.1 0.0 0.2
H 0.2150 4.3891 4.1463 0.0 -0.2 -0.2
H 1.0670 2.9148 3.6588 -0.2 0.1 0.0
H 0.5225 4.0903 2.4373 -0.1 0.0 0.1
H -2.8522 1.4688 4.8503 0.2 0.1 0.0
H -1.1771 1.5125 5.4578 -0.3 0.1 -0.2
H -2.2152 2.9360 5.5857 0.2 -0.2 -0.3
H -2.4772 1.0100 1.9683 0.4 0.1 -0.1
H -1.6526 2.1369 0.9049 0.1 -0.1 0.3
```
Forces are in eV/Å.

4.
Computed, not measured: one molecule with the formula C2H4N4, with ωB97M-V/def2-TZVPD.

The highest occupied orbital energy (spin up / spin down) comes out at -8.746 / -8.695 eV. The HOMO-LUMO gap (spin up / spin down) is 7.794 / 7.868 eV.

The geometry in XYZ format:
```
10
Properties=species:S:1:pos:R:3:forces:R:3
C 1.4279 0.3587 -0.0945 0.4 0.7 0.5
N 0.1305 0.4685 0.1319 0.2 -0.1 0.1
C -0.6137 -0.6383 -0.4071 0.4 -0.2 -0.1
N -1.7747 -0.6688 0.4331 0.3 0.0 0.2
N -1.7656 0.4278 1.0759 -0.1 -0.2 -0.4
N -0.6631 1.2121 0.8991 0.0 0.1 -0.6
H 0.2495 -1.3362 -0.5643 -1.3 -1.0 0.5
H 1.8517 -0.5884 0.2278 0.0 -0.1 -1.0
H 2.0630 1.2064 -0.2532 0.1 0.5 0.6
H -0.9056 -0.4419 -1.4487 0.0 0.4 0.2
```
Forces are in eV/Å.

5.
Computed, not measured: C19H34ClN2O7Ti as an isolated structure, with ωB97M-V/def2-TZVPD.

The highest occupied orbital energy (spin up / spin down) comes out at -3.331 / -7.299 eV. The HOMO-LUMO gap (spin up / spin down) is 3.625 / 7.562 eV. Its multiplicity is 4. The expectation value of S² is 3.76.

The geometry in XYZ format:
```
64
Properties=species:S:1:pos:R:3:forces:R:3
Ti 1.7911 -0.9354 0.1464 -0.4 0.7 -0.7
Cl 4.2587 -1.6840 0.7672 -0.8 0.3 -0.1
O 1.2191 -2.8342 -1.4321 0.1 0.3 0.1
C 0.1508 -3.3873 -1.5270 0.1 0.0 0.3
O -0.5706 -3.4095 -2.6520 0.1 -0.1 -0.1
C -0.0036 -2.7384 -3.7987 -0.1 0.1 -0.3
C -0.8011 -1.4778 -4.0657 -0.3 -0.5 0.1
C -0.5197 -4.0897 -0.3815 0.3 -0.5 -0.2
H -0.1012 -3.4396 -4.6275 0.0 0.0 0.0
H 1.0518 -2.5373 -3.6398 0.0 0.0 0.2
H -0.7253 -0.8139 -3.2054 0.1 0.2 -0.1
H -1.8430 -1.7753 -4.2127 0.0 0.2 0.1
H -0.4797 -0.9927 -4.9854 0.2 0.1 0.1
H 0.2598 -4.4544 0.2842 0.0 0.4 0.2
H -1.0680 -4.9777 -0.6980 -0.3 0.3 -0.2
H -1.1766 -3.3793 0.1163 0.0 -0.1 0.1
O 1.2654 1.4084 1.5504 0.1 -0.1 -0.2
C 0.7661 2.2712 2.2300 0.1 -0.2 -0.4
O 0.8410 2.2976 3.5571 0.0 0.1 0.3
C 1.5796 1.2195 4.1635 0.0 -0.5 0.6
C 3.0739 1.3449 3.9914 0.1 0.6 -0.1
C 0.0197 3.4545 1.6690 0.1 -0.4 0.5
H 1.2011 0.2657 3.7999 0.1 0.1 -0.3
H 1.3130 1.2578 5.2217 0.0 0.3 -0.1
H 3.5975 0.6161 4.6065 -0.1 -0.2 -0.1
H 3.4049 2.3346 4.3237 -0.1 0.0 0.0
H 3.3725 1.2387 2.9503 0.0 -0.3 0.0
H -0.7334 3.0803 0.9818 0.1 0.1 -0.2
H 0.7662 4.0647 1.1665 -0.2 0.1 -0.2
H -0.4543 4.0084 2.4747 0.0 0.1 -0.1
C 1.8768 3.8817 -1.7627 -0.4 0.0 -0.4
C 3.3056 3.8008 -2.2779 0.4 0.3 1.1
C 3.6790 2.4843 -2.9537 0.2 0.5 -0.7
C 3.1287 1.3207 -2.2961 0.1 0.0 -0.2
N 2.6709 0.4045 -1.7891 -0.5 -0.8 0.9
H 1.1928 4.2027 -2.5530 -0.1 -0.1 0.1
H 1.7901 4.5898 -0.9404 0.1 0.1 -0.1
H 1.5292 2.9156 -1.3912 0.0 0.0 0.1
H 3.9632 3.9452 -1.4132 0.0 -0.2 -0.1
H 3.5448 4.6425 -2.9273 -0.1 -0.1 -0.2
H 4.7631 2.3773 -3.0061 0.0 0.0 0.0
H 3.3275 2.5025 -3.9893 -0.1 -0.2 0.0
C -3.8296 -1.5376 -0.9291 0.1 0.4 -0.1
C -3.8828 -0.0193 -0.6916 -0.6 -0.6 0.7
C -2.7082 0.7304 -1.3059 -0.1 -0.1 -0.2
C -1.4252 0.2369 -0.8196 -0.2 0.2 0.0
N -0.3876 -0.1427 -0.4770 1.4 -0.7 0.4
H -3.6354 -1.7354 -1.9865 0.0 -0.1 0.1
H -4.7667 -2.0205 -0.6561 -0.1 0.0 0.0
H -3.0330 -2.0090 -0.3490 0.1 0.1 -0.1
H -3.9234 0.1652 0.3893 0.2 0.1 -0.1
H -4.8447 0.3627 -1.0425 0.2 0.2 -0.4
H -2.7887 1.8022 -1.1170 0.0 0.0 0.0
H -2.7127 0.5818 -2.3915 0.0 0.1 0.0
C -2.5718 -1.2855 3.0573 0.0 -0.7 0.2
C -2.2787 -2.7921 3.2765 -0.4 0.8 0.0
O -0.9388 -2.9267 2.8217 0.1 -0.1 -0.2
C -0.4002 -1.7155 2.5770 -0.6 0.2 0.5
O 0.6996 -1.5202 2.1892 0.6 -0.2 -0.3
O -1.2763 -0.7237 2.8667 -0.1 -0.2 -0.1
H -3.0503 -0.8498 3.9300 0.1 0.2 -0.1
H -3.1767 -1.1213 2.1650 0.0 0.1 0.0
H -2.9461 -3.4188 2.6904 0.1 -0.1 -0.1
H -2.3496 -3.0647 4.3281 0.2 -0.1 0.0
```
Forces are in eV/Å.

6.
Computed, not measured: one molecule with the formula C4H5NO, with ωB97M-V/def2-TZVPD.

The highest occupied orbital energy (spin up / spin down) comes out at -7.863 / -7.875 eV. The HOMO-LUMO gap (spin up / spin down) is 6.693 / 6.722 eV.

The geometry in XYZ format:
```
11
Properties=species:S:1:pos:R:3:forces:R:3
N 2.6153 -0.4152 0.8765 -0.9 -0.2 -0.5
C 1.6265 -0.6879 0.3186 0.8 0.2 0.4
C 0.3965 -0.8713 -0.3459 0.0 -0.1 0.0
C -0.8344 -0.6047 0.4074 -0.1 -0.1 0.1
O -1.3852 0.7461 -0.1402 0.2 0.2 -0.1
C -0.3691 1.4289 -0.4852 -0.2 0.0 0.0
H 0.3603 -1.5965 -1.1512 0.0 0.1 0.1
H -0.7118 -0.4438 1.4802 0.0 0.0 -0.2
H -1.6864 -1.2551 0.2129 0.1 0.0 0.0
H 0.6076 1.3583 -0.0200 -0.1 -0.1 -0.1
H -0.5902 2.2923 -1.1137 0.1 -0.1 0.1
```
Forces are in eV/Å.

For the records above, the corresponding relative energy (zero: lowest compared OMol25 entry of this formula, charge and spin) values read 180.8 322.6 0.0 508.5 0.0 403.8 kJ/mol.
For the records above, the corresponding calculated total energy values read -16542.22325 -323.39680 -2313.75381 -297.45065 -2690.22080 -285.26079 a.u..